1.
The following is a quantum chemistry calculation of a structure of composition C29H21GeN2O7W, from OMol25.

The geometry in XYZ format:
```
61
C29H21GeN2O7W | OMol25 | the ωB97M-V functional and the def2-TZVPD basis
W -0.427 -0.657 -0.031
O -0.731 2.773 -2.375
C -0.703 2.069 -1.445
O -0.010 0.807 -1.466
C -1.189 2.309 -0.060
C -1.732 3.495 0.393
C -2.044 3.596 1.744
C -1.808 2.521 2.601
C -1.277 1.372 2.059
N -0.979 1.277 0.757
C -0.993 0.099 2.778
O -1.164 -0.202 3.891
O -0.478 -0.834 1.806
H -1.893 4.308 -0.303
H -2.469 4.511 2.136
H -2.036 2.564 3.659
Ge 1.734 0.744 -0.509
C 2.926 -2.487 -0.342
C 2.817 -1.851 0.918
C 3.948 -1.580 1.656
C 5.200 -1.950 1.158
C 5.318 -2.619 -0.054
C 4.190 -2.902 -0.800
C 2.121 2.381 0.386
C 1.997 2.514 1.772
C 2.305 3.725 2.368
C 2.723 4.796 1.584
C 2.851 4.662 0.207
C 2.562 3.449 -0.401
H 2.621 0.197 -1.616
H 1.849 -1.696 1.374
H 3.866 -1.131 2.637
H 6.088 -1.741 1.741
H 6.291 -2.919 -0.416
H 4.296 -3.406 -1.751
H 1.699 1.673 2.389
H 2.239 3.833 3.442
H 2.968 5.740 2.054
H 3.189 5.495 -0.393
H 2.687 3.351 -1.474
O -3.384 1.135 -1.800
C -3.356 -0.012 -1.492
N -2.187 -0.637 -0.884
C -2.506 -1.947 -0.541
O -1.557 -2.526 0.046
C -3.841 -2.270 -0.947
C -4.586 -3.435 -0.840
C -5.878 -3.404 -1.353
C -6.392 -2.251 -1.943
C -5.642 -1.073 -2.044
C -4.364 -1.103 -1.542
H -4.183 -4.328 -0.380
H -6.496 -4.290 -1.295
H -7.401 -2.265 -2.333
H -6.052 -0.182 -2.501
C 1.698 -3.580 -2.322
C 1.775 -2.657 -1.171
O 0.717 -1.965 -0.919
H 1.773 -4.607 -1.948
H 2.541 -3.433 -2.998
H 0.766 -3.457 -2.864
```

HOMO-LUMO gap: 6.47 eV
E_LUMO: -0.410 Eh
total charge: +3

=====

2.
The following is a quantum chemistry calculation of a structure of composition C29H22AsF2N3O8S2Tc, from OMol25.

The geometry in XYZ format:
```
68
C29H22AsF2N3O8S2Tc | OMol25 | the ωB97M-V functional and the def2-TZVPD basis
Tc -0.459 -0.113 -0.409
C 5.248 0.406 3.621
C 4.563 0.196 2.300
C 4.397 1.251 1.410
C 3.749 1.070 0.198
C 3.273 -0.188 -0.129
C 3.436 -1.261 0.735
C 4.069 -1.061 1.947
S 2.594 -0.468 -1.731
O 3.359 -1.518 -2.345
O 2.508 0.806 -2.396
N 1.085 -1.044 -1.405
C 0.512 -2.082 -2.167
C 0.942 -2.591 -3.397
C 0.177 -3.587 -3.973
C -0.986 -4.034 -3.357
C -1.351 -3.435 -2.167
N -0.613 -2.496 -1.588
H 4.512 0.605 4.404
H 5.930 1.255 3.581
H 5.814 -0.477 3.916
H 4.784 2.231 1.666
H 3.631 1.883 -0.505
H 3.074 -2.242 0.451
H 4.201 -1.894 2.627
H 1.836 -2.229 -3.875
H 0.489 -4.011 -4.920
H -1.597 -4.811 -3.795
H -2.261 -3.709 -1.647
F 1.819 1.216 4.255
C 1.453 1.594 3.020
C 0.951 0.647 2.151
C 0.573 1.057 0.884
C 0.706 2.400 0.480
C 1.216 3.299 1.406
F 1.367 4.600 1.083
C 1.590 2.925 2.680
C 0.322 2.703 -0.904
C 0.405 3.932 -1.546
C 0.041 4.025 -2.878
C -0.398 2.901 -3.557
C -0.472 1.712 -2.865
N -0.129 1.624 -1.579
H 0.829 -0.374 2.481
H 1.976 3.651 3.381
H 0.753 4.798 -1.009
H 0.103 4.979 -3.385
H -0.683 2.938 -4.598
H -0.818 0.798 -3.329
O -2.408 -2.578 2.936
As -2.286 -1.021 2.121
O -1.952 0.163 3.170
O -1.062 -1.375 0.962
C -4.028 -1.087 1.266
C -5.011 -1.807 1.935
C -6.300 -1.885 1.426
C -6.626 -1.245 0.242
C -5.660 -0.516 -0.434
C -4.375 -0.443 0.079
S -3.203 0.504 -0.844
O -2.211 0.955 0.199
O -3.895 1.558 -1.511
O -2.433 -0.414 -1.706
H -1.725 -2.632 3.615
H -4.764 -2.312 2.858
H -7.052 -2.447 1.964
H -7.632 -1.302 -0.153
H -5.896 0.014 -1.346
```

HOMO-LUMO gap (alpha / beta): 8.25 / 7.16 eV
E_LUMO (alpha / beta): -0.007 / -0.059 Eh
total charge: 0
multiplicity: 4

=====

3.
The following is a quantum chemistry calculation of a structure of composition C29H22AsF6NNiO2P, from OMol25.

The geometry in XYZ format:
```
63
C29H22AsF6NNiO2P | OMol25 | the ωB97M-V functional and the def2-TZVPD basis
Ni 0.357 1.484 0.636
O 0.938 4.665 3.322
C 0.662 3.692 2.597
O 0.925 3.473 1.398
C -0.094 2.545 3.311
C -0.183 2.533 4.702
C -0.788 1.463 5.332
C -1.325 0.444 4.555
C -1.215 0.547 3.179
N -0.600 1.557 2.567
H 0.242 3.376 5.228
H -0.844 1.421 6.415
H -1.815 -0.416 4.994
H -1.636 -0.211 2.533
C 1.122 -2.308 -5.547
C 1.955 -1.309 -5.064
C 1.720 -0.762 -3.808
C 0.669 -1.210 -3.014
C -0.167 -2.203 -3.518
C 0.054 -2.751 -4.775
P 0.483 -0.351 -1.333
C -1.293 -0.602 -1.104
C -1.766 -1.233 0.045
C -3.125 -1.367 0.259
C -4.028 -0.842 -0.662
C -3.562 -0.214 -1.803
C -2.196 -0.117 -2.036
C 1.400 -1.515 -0.259
C 1.457 -2.833 -0.641
C 2.217 -3.773 0.096
C 2.958 -3.345 1.159
C 2.927 -1.990 1.580
C 3.702 -1.553 2.682
C 3.594 -0.252 3.093
C 2.682 0.627 2.470
C 1.868 0.287 1.401
C 2.084 -1.055 0.919
H 1.295 -2.732 -6.529
H 2.782 -0.947 -5.664
H 2.351 0.038 -3.436
H -1.013 -2.545 -2.931
H -0.610 -3.520 -5.152
H -1.053 -1.607 0.770
H -3.485 -1.845 1.162
H -5.092 -0.893 -0.469
H -4.255 0.244 -2.495
H -1.846 0.401 -2.920
H 0.945 -3.178 -1.527
H 2.233 -4.811 -0.213
H 3.584 -4.042 1.709
H 4.356 -2.259 3.185
H 4.193 0.095 3.930
H 2.598 1.630 2.884
F -1.846 2.471 -0.286
As -2.787 3.642 -1.196
F -2.498 2.726 -2.665
F -4.229 2.694 -0.913
F -3.743 4.780 -2.114
F -3.096 4.546 0.253
F -1.361 4.574 -1.507
C 0.934 1.285 -1.317
H 1.988 1.499 -1.482
H 0.277 1.853 -1.984
```

HOMO-LUMO gap (alpha / beta): 4.97 / 4.51 eV
E_LUMO (alpha / beta): 0.158 / 0.158 Eh
total charge: -2
multiplicity: 2

=====

4.
The following is a quantum chemistry calculation of a structure of composition C29H22N2O2P2S2Zr, from OMol25.

The geometry in XYZ format:
```
60
C29H22N2O2P2S2Zr | OMol25 | the ωB97M-V functional and the def2-TZVPD basis
Zr -0.142 -0.383 0.050
S -0.951 1.124 -1.660
C -2.289 0.025 -1.207
S -2.431 -0.604 0.472
C -3.228 -0.327 -2.115
C -4.298 -1.215 -1.759
N -5.117 -1.966 -1.470
C -3.182 0.161 -3.461
N -3.118 0.550 -4.539
O 0.446 -0.421 2.049
P 1.057 -1.689 2.722
C 0.006 -3.108 2.238
P 0.045 -3.603 0.473
O 0.320 -2.331 -0.408
C 1.396 -4.715 0.207
C 2.340 -4.418 -0.776
C 3.382 -5.303 -1.002
C 3.480 -6.468 -0.253
C 2.532 -6.764 0.721
C 1.481 -5.895 0.949
C -1.554 -4.238 0.070
C -2.418 -4.753 1.036
C -3.656 -5.242 0.649
C -4.026 -5.216 -0.688
C -3.156 -4.719 -1.653
C -1.917 -4.233 -1.282
C 2.676 -1.924 2.020
C 3.165 -0.990 1.107
C 4.395 -1.204 0.499
C 5.132 -2.335 0.816
C 4.656 -3.254 1.745
C 3.427 -3.054 2.349
C 1.081 -1.605 4.480
C -0.084 -1.845 5.218
C -0.050 -1.721 6.594
C 1.132 -1.357 7.230
C 2.285 -1.112 6.497
C 2.267 -1.233 5.118
H -1.020 -2.862 2.525
H 0.310 -3.968 2.843
H 2.257 -3.510 -1.356
H 4.113 -5.087 -1.769
H 4.293 -7.158 -0.436
H 2.605 -7.682 1.288
H 0.727 -6.149 1.687
H -2.138 -4.781 2.082
H -4.334 -5.637 1.393
H -5.000 -5.583 -0.982
H -3.452 -4.707 -2.693
H -1.238 -3.847 -2.033
H 2.645 -0.050 0.921
H 4.788 -0.475 -0.197
H 6.095 -2.496 0.351
H 5.245 -4.124 2.001
H 3.057 -3.769 3.076
H -1.012 -2.116 4.730
H -0.945 -1.905 7.173
H 1.152 -1.263 8.307
H 3.199 -0.826 6.999
H 3.167 -1.044 4.547
```

HOMO-LUMO gap: 7.51 eV
E_LUMO: -0.265 Eh
total charge: +2

=====

5.
The following is a quantum chemistry calculation of a structure of composition C29H22N4O5PRe, from OMol25.

The geometry in XYZ format:
```
62
C29H22N4O5PRe | OMol25 | the ωB97M-V functional and the def2-TZVPD basis
Re 0.174 -0.163 -1.189
O 0.092 -2.522 -4.650
C 0.130 -1.304 -4.208
O -0.754 -1.058 -2.765
C 1.527 -0.899 -3.810
C 2.539 -0.988 -4.762
C 3.826 -0.622 -4.412
C 4.069 -0.152 -3.120
C 3.017 -0.076 -2.237
N 1.756 -0.457 -2.566
C 3.027 0.482 -0.877
O 4.046 0.906 -0.245
O 1.914 0.562 -0.299
H -0.705 -2.717 -5.177
H 2.303 -1.344 -5.756
H 4.630 -0.702 -5.132
H 5.071 0.144 -2.836
H 4.909 0.826 -0.687
C -3.531 -2.761 2.822
C -2.918 -3.071 1.615
C -1.931 -2.242 1.108
C -1.564 -1.100 1.820
C -2.171 -0.790 3.039
C -3.165 -1.620 3.529
P -0.205 -0.059 1.265
C -0.551 1.685 1.508
C 0.518 2.594 1.553
C 0.261 3.947 1.682
C -1.051 4.401 1.750
C -2.113 3.501 1.722
C -1.870 2.148 1.580
C 1.203 -0.543 2.286
C 1.928 -1.693 1.963
C 2.926 -2.134 2.814
C 3.192 -1.441 3.990
C 2.475 -0.295 4.308
C 1.473 0.157 3.462
H -4.287 -3.421 3.226
H -3.206 -3.964 1.077
H -1.442 -2.477 0.168
H -1.859 0.077 3.608
H -3.643 -1.384 4.470
H 1.536 2.231 1.517
H 1.081 4.651 1.739
H -1.250 5.462 1.826
H -3.128 3.860 1.823
H -2.690 1.442 1.572
H 1.691 -2.248 1.059
H 3.486 -3.028 2.574
H 3.945 -1.809 4.673
H 2.683 0.245 5.221
H 0.901 1.035 3.730
N -3.849 1.168 -1.404
C -2.686 0.727 -1.830
O -1.809 0.342 -0.936
C -2.393 0.705 -3.223
C -1.351 -0.108 -3.653
N -0.712 -0.310 -4.766
C -3.136 1.461 -4.161
N -3.729 2.091 -4.919
H -4.055 1.223 -0.419
H -4.574 1.429 -2.059
```

HOMO-LUMO gap (alpha / beta): 4.45 / 4.79 eV
E_LUMO (alpha / beta): -0.461 / -0.448 Eh
total charge: +3
multiplicity: 2

=====

6.
The following is a quantum chemistry calculation of a structure of composition C29H23GeN3O2W, from OMol25.

The geometry in XYZ format:
```
59
C29H23GeN3O2W | OMol25 | the ωB97M-V functional and the def2-TZVPD basis
W 0.531 -0.756 -0.807
O -1.864 -2.302 1.842
C -1.436 -2.183 0.732
N -0.108 -2.297 0.327
C 0.766 -3.183 0.940
O 0.534 -3.917 1.855
C 2.081 -3.115 0.199
C 3.061 -4.086 0.341
C 4.194 -4.009 -0.463
C 4.322 -2.937 -1.339
C 3.316 -1.988 -1.397
N 2.195 -2.079 -0.663
C -2.220 -1.760 -0.485
C -3.591 -1.903 -0.613
C -4.188 -1.495 -1.803
C -3.391 -0.958 -2.810
C -2.026 -0.832 -2.600
N -1.445 -1.225 -1.456
H 2.915 -4.887 1.052
H 4.955 -4.772 -0.415
H 5.196 -2.832 -1.963
H 3.415 -1.127 -2.057
H -4.154 -2.330 0.205
H -5.257 -1.590 -1.939
H -3.819 -0.635 -3.749
H -1.382 -0.396 -3.369
C 1.424 -0.533 3.094
Ge 0.699 0.357 1.478
C 2.049 1.346 0.184
C 3.007 2.182 0.745
C 3.871 2.906 -0.068
C 3.830 2.753 -1.444
C 2.913 1.884 -2.021
C 2.025 1.180 -1.217
C -1.124 1.110 1.745
C -1.706 0.965 2.993
C -2.905 1.612 3.293
C -3.508 2.430 2.360
C -2.972 2.574 1.063
C -3.579 3.363 0.060
C -3.099 3.380 -1.229
C -1.994 2.594 -1.580
C -1.397 1.819 -0.619
C -1.804 1.823 0.721
H 1.470 0.168 3.928
H 2.421 -0.947 2.946
H 0.740 -1.342 3.366
H 3.049 2.310 1.819
H 4.576 3.589 0.380
H 4.504 3.311 -2.077
H 2.891 1.765 -3.096
H 1.256 0.548 -1.841
H -1.233 0.364 3.757
H -3.352 1.477 4.266
H -4.439 2.927 2.595
H -4.426 3.984 0.322
H -3.575 3.986 -1.984
H -1.630 2.607 -2.597
H -0.584 1.102 -0.905
```

HOMO-LUMO gap (alpha / beta): 4.39 / 4.96 eV
E_LUMO (alpha / beta): -0.449 / -0.430 Eh
total charge: +3
multiplicity: 2

=====

7.
The following is a quantum chemistry calculation of a structure of composition C29H23N4ORuS, from OMol25.

The geometry in XYZ format:
```
59
C29H23N4ORuS | OMol25 | the ωB97M-V functional and the def2-TZVPD basis
Ru -1.201 0.101 -1.470
C -4.454 -3.316 -0.961
C -4.295 -2.080 -1.591
C -3.025 -1.608 -1.836
C -1.880 -2.400 -1.484
C -2.060 -3.627 -0.824
C -3.342 -4.070 -0.575
N -0.699 -1.768 -1.755
C 0.560 -2.052 -2.134
C 1.118 -3.310 -2.424
C 2.428 -3.375 -2.840
C 3.215 -2.214 -2.981
C 2.689 -0.961 -2.736
C 1.363 -0.866 -2.326
N 0.656 0.308 -2.138
N 1.130 1.470 -2.323
C 0.221 2.484 -2.146
C 0.577 3.815 -2.310
C -0.388 4.794 -2.090
C -1.680 4.424 -1.750
C -1.981 3.068 -1.625
N -1.058 2.127 -1.806
H -5.452 -3.701 -0.793
H -5.159 -1.518 -1.918
H -2.899 -0.718 -2.497
H -1.199 -4.209 -0.521
H -3.487 -5.019 -0.076
H 0.515 -4.204 -2.342
H 2.862 -4.337 -3.079
H 4.242 -2.306 -3.308
H 3.271 -0.060 -2.883
H 1.588 4.060 -2.608
H -0.131 5.841 -2.189
H -2.452 5.162 -1.588
H -2.978 2.726 -1.377
O -1.108 0.442 0.734
S -0.236 1.508 1.414
C -0.498 1.271 3.169
C -0.836 0.016 3.653
C -0.963 -0.139 5.023
C -0.804 0.955 5.867
C -0.461 2.203 5.361
C -0.324 2.374 3.992
C 1.440 0.868 1.249
C 2.495 1.767 1.228
C 3.793 1.273 1.175
C 4.011 -0.098 1.148
C 2.940 -0.984 1.168
C 1.639 -0.505 1.203
H -0.988 -0.815 2.978
H -1.185 -1.117 5.428
H -0.987 0.842 6.927
H -0.332 3.049 6.021
H -0.094 3.351 3.582
H 2.315 2.835 1.268
H 4.628 1.961 1.165
H 5.024 -0.477 1.118
H 3.119 -2.052 1.190
H 0.797 -1.187 1.239
```

HOMO-LUMO gap (alpha / beta): 5.48 / 4.22 eV
E_LUMO (alpha / beta): -0.411 / -0.457 Eh
total charge: +3
multiplicity: 5

=====

8.
The following is a quantum chemistry calculation of a structure of composition C29H24BrCrN3O6, from OMol25.

The geometry in XYZ format:
```
64
C29H24BrCrN3O6 | OMol25 | the ωB97M-V functional and the def2-TZVPD basis
Cr -0.506 0.322 -0.254
O -3.260 -0.794 -1.879
C -2.918 -1.862 -1.032
C -4.234 -2.545 -0.593
C -4.260 -4.030 -0.730
C -3.251 -4.698 -1.290
C -1.999 -4.040 -1.682
C -1.812 -2.729 -1.544
C -0.438 -2.083 -1.670
O -0.525 -0.691 -1.792
N 0.414 -2.421 -0.503
N 0.507 -1.384 0.397
C 1.323 -1.461 1.384
C 1.517 -0.369 2.310
Br 0.631 1.267 1.859
C 2.296 -0.413 3.398
C 2.981 -1.600 3.921
C 2.369 -2.854 3.953
C 3.051 -3.950 4.457
C 4.346 -3.803 4.931
C 4.956 -2.555 4.919
C 4.274 -1.456 4.429
H -2.443 -0.424 -2.247
H -5.066 -2.111 -1.155
H -5.161 -4.553 -0.430
H -3.325 -5.768 -1.435
H -1.183 -4.672 -2.016
H 0.075 -2.495 -2.545
H 1.323 -2.781 -0.758
H 1.934 -2.348 1.530
H 2.451 0.509 3.951
H 1.343 -2.965 3.621
H 2.566 -4.917 4.491
H 4.876 -4.660 5.326
H 5.961 -2.439 5.301
H 4.746 -0.481 4.429
C -5.006 -0.762 1.105
C -4.094 -1.906 0.829
C -2.667 -1.450 0.458
N -2.277 -0.064 0.602
C -3.171 0.816 0.877
C -4.566 0.498 1.143
H -6.052 -0.977 1.295
H -4.142 -2.625 1.650
H -1.908 -2.079 0.921
H -2.844 1.851 0.909
H -5.225 1.327 1.358
O -1.138 3.158 0.712
C -1.028 3.095 -0.514
O -0.835 1.945 -1.128
C -1.077 4.288 -1.385
C -0.984 4.167 -2.766
C -1.025 5.288 -3.595
C -1.157 6.507 -2.976
O -1.218 7.734 -3.552
C -1.350 8.681 -2.486
O -1.373 7.950 -1.260
C -1.250 6.631 -1.593
C -1.213 5.545 -0.766
H -0.879 3.184 -3.201
H -0.957 5.207 -4.671
H -2.289 9.224 -2.604
H -0.490 9.352 -2.494
H -1.284 5.629 0.308
```

HOMO-LUMO gap (alpha / beta): 6.45 / 6.31 eV
E_LUMO (alpha / beta): -0.136 / -0.141 Eh
total charge: +1
multiplicity: 4